[1]
{
  "formula": "C25H28O4",
  "method": "wB97M-V/def2-TZVPD",
  "e_above_lowest_ev": 0.1682,
  "energy_ev": -34568.945,
  "gap_ev": 7.9,
  "multiplicity": 1,
  "smiles": "CC(C)=CCC/C(C)=C/Cc1c(O)ccc(C(=O)/C=C/c2ccc(O)cc2)c1O",
  "lumo_ev": -0.34,
  "elements": ["C", "C", "C", "C", "H", "H", "C", "C", "C", "C", "C", "C", "C", "C", "C", "C", "O", "H", "C", "O", "C", "C", "C", "C", "C", "C", "C", "C", "H", "H", "O", "H", "H", "H", "H", "H", "H", "H", "O", "H", "H", "H", "H", "C", "H", "H", "H", "H", "H", "H", "C", "H", "H", "H", "H", "H", "H"],
  "xyz": [[6.419616, 3.692691, 0.848471], [6.369875, 3.393771, -0.620623], [5.594837, 2.470885, -1.178312], [4.652416, 1.544409, -0.473543], [4.213356, 2.023235, 0.402587], [3.835958, 1.271193, -1.145190], [5.378222, 0.256960, -0.037268], [4.439491, -0.666479, 0.685967], [3.896643, -1.705937, 0.062728], [2.909090, -2.671196, 0.660364], [1.546847, -2.493069, 0.028760], [1.243796, -3.044064, -1.211805], [-0.030802, -2.885956, -1.765291], [-0.980489, -2.150225, -1.107459], [-0.710317, -1.545094, 0.127371], [0.569020, -1.748960, 0.702390], [0.884162, -1.241196, 1.899029], [0.060338, -0.801712, 2.248600], [-1.693633, -0.733062, 0.848065], [-1.496653, -0.373038, 2.018945], [-2.917673, -0.320308, 0.158650], [-3.921014, 0.244250, 0.851479], [-5.184585, 0.721137, 0.341141], [-6.110945, 1.267015, 1.235299], [-7.332432, 1.737316, 0.802872], [-7.666014, 1.674140, -0.546865], [-6.753628, 1.132884, -1.452088], [-5.536398, 0.665819, -1.012951], [-4.846481, 0.252337, -1.731404], [-7.026349, 1.091216, -2.494628], [-8.853666, 2.121537, -1.021720], [-9.390931, 2.470221, -0.299582], [-8.036072, 2.156878, 1.510228], [-5.862704, 1.321508, 2.285197], [-3.775444, 0.350818, 1.920596], [-2.974633, -0.456858, -0.907252], [-1.959339, -2.064475, -1.549794], [-0.237337, -3.353440, -2.714205], [2.140831, -3.762915, -1.924254], [2.984117, -3.789218, -1.453512], [2.815233, -2.499114, 1.729890], [3.259069, -3.701294, 0.517601], [4.145217, -1.875951, -0.978710], [4.153817, -0.324960, 2.120163], [3.083971, -0.321344, 2.314896], [4.615583, -1.057191, 2.782969], [4.557261, 0.652908, 2.368780], [6.211286, 0.526891, 0.615293], [5.786300, -0.232194, -0.924077], [5.661983, 2.321771, -2.248589], [7.302619, 4.233044, -1.444695], [7.028052, 5.285466, -1.371693], [7.277967, 3.940659, -2.491154], [8.323717, 4.132593, -1.077301], [6.418344, 4.769406, 1.012694], [7.340844, 3.294940, 1.275939], [5.581378, 3.258444, 1.383981]],
  "forces_ev_per_angstrom": [[-0.1327, -0.1360, -0.1093], [0.1058, 0.1666, -0.0880], [-0.1631, -0.0008, 0.0179], [0.2755, -0.0431, 0.0741], [-0.0941, 0.0073, 0.0139], [-0.0422, -0.0009, 0.0778], [-0.3421, 0.0216, -0.1378], [0.2326, -0.1026, -0.1254], [0.0281, -0.1111, 0.1121], [-0.0955, 0.2193, -0.1266], [0.1381, -0.1568, 0.1623], [-0.3964, 0.3417, 0.4046], [0.1105, -0.1407, -0.2130], [0.1776, 0.0068, 0.0887], [0.2456, 0.0128, 0.2486], [-0.2483, -0.1260, -0.3500], [-0.0626, 0.0929, 0.0879], [0.0552, -0.1247, -0.1162], [0.1241, -0.0189, 0.1802], [0.1007, -0.0402, -0.0931], [-0.5451, 0.2893, 0.2007], [0.6823, -0.3481, -0.0503], [-0.5072, 0.2080, -0.1366], [0.2414, -0.1356, -0.2103], [-0.2473, 0.0835, -0.1557], [0.3096, -0.0900, 0.3027], [-0.2674, 0.1098, -0.0444], [-0.0225, 0.0522, 0.2369], [0.0691, -0.0450, -0.0926], [-0.0148, -0.0131, -0.1290], [-0.1575, 0.0565, -0.0903], [0.1103, -0.0600, -0.0740], [-0.0493, 0.0300, 0.0554], [0.0402, -0.0025, 0.0998], [0.0708, -0.0087, 0.0517], [-0.0690, -0.0217, -0.1176], [-0.0829, 0.0388, -0.0448], [-0.0572, -0.0486, -0.1151], [0.1735, -0.0531, 0.0185], [-0.1164, -0.0174, -0.0639], [0.0489, -0.1408, 0.0017], [-0.0292, -0.0020, 0.1010], [0.1157, 0.0589, -0.1573], [-0.1190, -0.0683, 0.0019], [-0.0363, 0.0200, 0.1099], [0.0367, -0.0005, 0.1110], [0.0347, 0.0985, 0.0673], [0.0760, 0.0021, -0.0129], [0.0627, -0.0060, 0.0165], [0.0934, 0.0570, -0.1659], [-0.0893, -0.1479, -0.0200], [0.0344, 0.1115, 0.0062], [0.0296, 0.0023, -0.0935], [0.1290, 0.0537, 0.0004], [0.0063, 0.0800, 0.0704], [0.0823, 0.0199, 0.0835], [-0.0533, -0.0298, 0.1299]]
}



[2]
{
  "formula": "C25H29AsF6N3O11PtS2Te",
  "method": "wB97M-V/def2-TZVPD",
  "e_above_lowest_ev": 0.0000,
  "energy_ev": -162730.871,
  "gap_ev": 7.2,
  "multiplicity": 1,
  "lumo_ev": -4.13,
  "charge": 1,
  "elements": ["Pt", "O", "As", "O", "O", "C", "C", "C", "C", "C", "C", "S", "O", "O", "O", "H", "H", "H", "H", "H", "F", "C", "C", "C", "C", "O", "C", "C", "N", "C", "C", "C", "C", "C", "C", "N", "C", "C", "N", "C", "C", "C", "O", "O", "H", "H", "H", "H", "H", "H", "H", "H", "H", "H", "H", "H", "H", "H", "H", "H", "H", "H", "F", "Te", "F", "F", "F", "F", "O", "C", "S", "C", "O", "H", "H", "H", "H", "H", "H"],
  "xyz": [[2.364891, 1.773114, -0.668064], [0.507612, 2.700241, 3.789569], [0.158636, 2.604251, 2.110937], [-1.431951, 2.805966, 1.856848], [0.729879, 1.120521, 1.435986], [1.094563, 3.970412, 1.038078], [0.247998, 4.795939, 0.323486], [0.764618, 5.689772, -0.617467], [2.122093, 5.740286, -0.875818], [2.997657, 4.929664, -0.155875], [2.487056, 4.062854, 0.802796], [3.570413, 3.137383, 1.861501], [3.049319, 3.298041, 3.194178], [4.925937, 3.547050, 1.636587], [3.301446, 1.752445, 1.337006], [1.475251, 2.674048, 3.915578], [-0.818749, 4.718681, 0.490217], [0.088142, 6.337215, -1.159504], [2.513590, 6.420907, -1.619516], [4.069502, 4.978334, -0.296959], [-4.001636, 0.874446, 1.282561], [-3.220994, 0.219671, 0.404426], [-2.165665, 0.871234, -0.151288], [-1.371719, 0.207461, -1.093379], [-0.118856, 0.769654, -1.511910], [0.336768, 1.815541, -0.917823], [0.558963, 0.111407, -2.547064], [0.107541, -1.101653, -2.991230], [-0.934672, -1.736414, -2.452466], [-1.274817, -3.073362, -2.894502], [-1.009857, -4.221265, -1.962479], [-0.171662, -4.039046, -3.191597], [-1.716146, -1.089859, -1.497872], [-2.772338, -1.752625, -0.869033], [-3.507063, -1.125555, 0.120209], [-4.452769, -1.867357, 0.858477], [-4.896539, -1.423578, 2.174192], [-5.527873, -2.630460, 2.886362], [-4.949286, -3.874697, 2.276545], [-5.456298, -4.060502, 0.868132], [-5.447095, -2.680907, 0.189047], [1.749322, 0.694513, -3.224707], [2.128785, 0.297492, -4.295624], [2.340042, 1.717781, -2.610901], [-1.927794, 1.874561, 0.195671], [0.632502, -1.602076, -3.792611], [-2.162261, -3.104378, -3.514184], [-1.731113, -5.026801, -1.939554], [-0.540236, -3.978412, -1.017563], [-0.315656, -4.703597, -4.030442], [0.847111, -3.712951, -3.036474], [-2.961571, -2.791080, -1.097895], [-5.631246, -0.615585, 2.142814], [-4.033869, -1.068229, 2.734696], [-6.604817, -2.691749, 2.741485], [-5.315890, -2.631814, 3.952420], [-5.148559, -4.697064, 2.844775], [-3.933843, -3.756753, 2.231953], [-6.452089, -4.494526, 0.932422], [-4.785066, -4.766788, 0.383637], [-6.439192, -2.217652, 0.244357], [-5.205947, -2.794851, -0.863918], [1.831906, 0.181147, 3.300917], [1.618643, -0.713960, 1.646223], [3.455302, -0.935267, 1.949905], [1.927568, -2.260720, 0.574732], [-0.142132, -1.081158, 1.056701], [1.155474, -2.046049, 2.874928], [2.249521, -0.108509, -0.245700], [6.526844, 1.215344, -2.032799], [5.208860, 0.623370, -0.991932], [6.073328, 0.533382, 0.563889], [4.358603, 1.925577, -0.906369], [6.914208, 2.138763, -1.605526], [6.101655, 1.383796, -3.019675], [7.299105, 0.449388, -2.078986], [6.873064, -0.197511, 0.436735], [5.360196, 0.189923, 1.306586], [6.453354, 1.523186, 0.811141]],
  "forces_ev_per_angstrom": [[1.4377, -0.1905, 0.1628], [-0.0434, -0.0834, -0.0783], [-0.0054, 0.1659, 0.0514], [0.0046, 0.0261, 0.0704], [-0.0122, -0.4102, 0.0583], [0.1228, -0.1605, 0.0217], [0.0338, 0.0011, -0.0468], [0.0363, -0.0048, -0.0049], [-0.0558, 0.0041, -0.0023], [-0.0588, -0.0933, -0.0124], [-0.4103, 0.1976, 0.2227], [0.1852, 0.5188, 0.1412], [0.2042, -0.1234, 0.0140], [-0.0757, -0.0234, -0.1067], [-0.9286, -0.2764, -0.3749], [0.0208, 0.0504, 0.0191], [-0.0008, 0.0065, 0.0125], [0.0037, -0.0023, -0.0074], [-0.0113, 0.0030, -0.0034], [0.0043, 0.0138, 0.0148], [-0.0211, -0.0236, -0.0435], [-0.0418, 0.0683, 0.0667], [0.0148, 0.0549, -0.0615], [-0.0732, 0.1216, 0.0544], [-0.0402, 0.0542, 0.0689], [-0.0012, 0.0415, 0.1121], [0.0660, 0.0057, -0.1672], [0.0559, -0.0535, 0.0326], [-0.0675, 0.1119, 0.0019], [0.0020, -0.0645, 0.0195], [0.0137, 0.0189, 0.0094], [0.0139, 0.0110, 0.0095], [0.0628, -0.0796, -0.0364], [-0.0326, -0.0165, -0.0070], [0.0612, -0.1245, 0.0197], [-0.0976, 0.1547, -0.0439], [0.0415, -0.0170, 0.0064], [0.0050, -0.0214, -0.0047], [0.0117, 0.0056, -0.0127], [0.0123, -0.0030, 0.0237], [0.0302, -0.0346, 0.0059], [-0.0912, -0.0597, 0.0101], [0.0368, 0.0364, -0.0443], [-0.1181, -0.1364, 0.0264], [-0.0065, -0.1117, 0.0061], [-0.0101, -0.0062, 0.0012], [-0.0031, 0.0071, -0.0003], [-0.0013, -0.0024, -0.0002], [0.0053, 0.0029, 0.0043], [-0.0022, 0.0018, -0.0012], [0.0000, -0.0077, -0.0011], [0.0056, 0.0114, -0.0014], [-0.0103, -0.0039, -0.0048], [0.0038, 0.0131, -0.0032], [-0.0031, 0.0007, 0.0037], [0.0060, 0.0064, 0.0011], [-0.0026, 0.0058, -0.0061], [-0.0017, -0.0056, 0.0083], [-0.0033, -0.0009, -0.0009], [-0.0019, -0.0007, -0.0085], [0.0014, -0.0016, 0.0125], [0.0020, 0.0079, -0.0008], [0.0155, -0.1563, 0.1657], [0.0799, 0.8190, -0.6344], [0.1123, -0.0321, -0.0813], [-0.0467, -0.0264, -0.0084], [-0.1557, -0.0812, 0.0431], [0.0275, -0.0507, 0.0726], [-0.1430, 0.1071, 0.3072], [-0.0618, 0.0162, -0.0008], [0.1125, -0.1389, 0.0343], [-0.0351, 0.0126, -0.0711], [-0.1180, -0.0560, -0.1061], [0.0015, 0.0033, -0.0232], [0.0188, 0.0144, 0.0009], [-0.0090, -0.0226, 0.0056], [-0.0054, 0.0116, 0.0157], [-0.0559, -0.0180, 0.0547], [-0.0098, 0.0126, 0.0191]]
}